Molecular formula: C30H34N4NaO3P2
Method: DFT, the ωB97M-V functional and the def2-TZVPD basis

Summary:
* max |F|: 0.59 eV/Å
* LUMO level: 2.19 eV
* HOMO: -3.5803 eV
* energy relative to the best compared isomer or geometry (same formula, charge and spin): 2.5 kcal/mol
* charge: -1
* 2S+1: 1
* DFT total energy: -66762.614 eV
* gap between HOMO and LUMO: 5.8 eV

```
74
Properties=species:S:1:pos:R:3:forces:R:3:mulliken_charge:R:1
Na -0.173185 -0.604886 -0.301344 0.4 -0.3 0.3 0.44
C 4.533045 -0.660968 3.429934 0.0 -0.1 0.0 -0.58
C 4.556146 -0.490410 2.051240 0.0 -0.1 0.0 -0.51
C 3.559591 -1.035001 1.253551 0.1 0.0 0.1 -0.46
C 2.498332 -1.768977 1.803075 0.0 0.1 0.1 -0.32
C 2.486047 -1.922285 3.202674 0.0 0.0 0.0 0.07
C 3.486065 -1.384681 3.994795 0.0 0.0 0.0 -0.72
N 1.491330 -2.221601 0.973931 0.1 0.0 0.0 -0.01
C 1.131716 -3.493127 1.014994 -0.2 0.0 0.0 0.53
C 1.786261 -4.529289 1.767960 0.1 -0.2 0.1 -0.68
C 1.340234 -5.821977 1.760091 0.1 0.1 0.0 -0.65
C 0.217074 -6.228557 1.008767 -0.1 0.1 -0.1 -0.79
C -0.415365 -5.283532 0.239404 0.1 -0.2 0.1 -0.39
C 0.021385 -3.951861 0.218529 -0.1 0.2 -0.2 0.01
N -0.548321 -2.991624 -0.597439 0.1 -0.1 0.3 0.96
N -1.545412 -3.303612 -1.284359 -0.1 -0.1 -0.2 -1.36
C -1.954146 -2.241256 -2.127121 -0.1 -0.2 0.0 0.46
C -3.304944 -2.211988 -2.468636 0.0 0.2 -0.2 -0.39
C -3.750422 -1.182497 -3.273706 0.1 0.0 0.0 -0.46
C -2.832715 -0.240318 -3.731153 0.0 0.0 0.0 -0.46
C -1.507348 -0.379005 -3.357131 -0.1 -0.1 0.0 -0.15
N -1.060761 -1.362314 -2.575011 -0.2 0.1 0.0 -0.34
H 5.310106 -0.235960 4.053146 0.0 0.0 0.0 0.36
H 5.361787 0.070193 1.588290 0.0 0.0 0.0 0.29
H 3.578419 -0.912944 0.177551 0.0 0.0 0.1 0.69
H 1.661816 -2.462024 3.654096 0.0 0.0 0.0 0.52
H 3.440319 -1.517184 5.070339 0.0 0.0 0.0 0.33
H 2.665492 -4.282814 2.348378 0.0 0.0 0.0 0.42
H 1.883074 -6.555736 2.348179 0.0 0.0 0.0 0.35
H -0.119934 -7.256519 1.025319 0.0 0.0 0.0 0.36
H -1.264085 -5.542761 -0.379956 0.0 0.0 0.0 0.41
H -3.964027 -2.965873 -2.062295 0.0 0.0 0.0 0.43
H -4.798745 -1.097381 -3.532715 0.0 0.0 0.0 0.37
H -3.136709 0.593075 -4.350514 0.0 0.0 0.0 0.43
H -0.765520 0.344156 -3.678060 0.0 0.0 0.0 0.24
C 3.987642 1.081820 -1.804504 0.0 0.1 0.0 -1.36
P 2.252072 1.156865 -1.189496 -0.1 0.1 0.0 0.88
C 1.559559 2.361475 -2.391510 -0.1 0.0 0.0 -1.19
C 2.541317 2.295827 0.239428 0.1 0.0 0.0 -1.03
C 1.267560 2.692139 0.987422 0.0 0.1 0.0 -0.93
P 0.489055 1.318998 1.950555 0.0 0.0 -0.1 0.94
C 1.529178 1.376243 3.463869 0.0 0.1 0.1 -1.21
C -0.968183 2.252619 2.562687 -0.1 0.0 0.0 -1.36
H 4.021417 0.553441 -2.758831 0.0 0.0 0.0 0.38
H 4.610181 0.533296 -1.096459 0.0 0.0 0.0 0.40
H 4.411092 2.081563 -1.941325 0.0 0.0 0.0 0.38
H 2.153955 3.279533 -2.434731 0.0 0.0 0.0 0.39
H 0.524601 2.581988 -2.111428 0.1 0.0 0.0 0.12
H 1.545071 1.908012 -3.385686 0.0 0.0 0.0 0.38
H 3.046288 3.191025 -0.143320 0.0 0.0 0.0 0.69
H 3.246916 1.799618 0.914911 -0.1 0.0 0.0 0.21
H 0.502116 3.037139 0.286329 0.0 0.0 0.0 0.08
H 1.481511 3.519310 1.674613 0.0 0.0 0.0 0.63
H 1.566119 2.384933 3.889254 0.0 0.0 0.0 0.47
H 2.542699 1.043651 3.236814 0.0 0.0 0.0 0.23
H 1.128916 0.688483 4.211059 0.0 0.0 0.0 0.37
H -0.676280 3.207536 3.010863 0.0 0.0 0.0 0.40
H -1.502679 1.662650 3.308747 0.0 0.0 0.0 0.39
H -1.644427 2.436737 1.726898 0.0 0.0 0.0 0.21
O -2.035056 3.331903 -2.413322 -0.1 0.1 -0.1 -0.37
C -3.262794 2.974141 -1.928735 0.0 0.1 -0.1 1.23
C -4.394707 3.683593 -2.335925 0.0 0.0 0.0 -1.03
C -5.655704 3.336267 -1.881472 0.0 0.0 0.0 -0.50
C -5.801093 2.264616 -1.011894 0.0 0.0 0.0 -0.88
C -4.672504 1.561983 -0.618163 0.0 0.0 0.0 -0.61
C -3.392194 1.894709 -1.052598 0.0 -0.1 0.1 0.34
C -2.224398 1.036740 -0.575385 0.0 -0.1 0.0 0.62
O -2.506116 -0.025621 0.023056 0.0 0.2 -0.1 -0.90
O -1.062591 1.442402 -0.829254 0.0 0.2 0.0 -0.50
H -2.162876 4.080731 -3.007391 0.0 0.0 0.0 0.25
H -4.274187 4.517537 -3.022120 0.0 0.0 0.0 0.28
H -6.518959 3.902108 -2.211642 0.0 0.0 0.0 0.37
H -6.779985 1.977043 -0.649602 0.0 0.0 0.0 0.40
H -4.739129 0.708484 0.043480 0.0 0.0 0.0 0.44
```
Positions in Å, forces in eV/Å.

Molecular formula: C21H27NO3
Method: DFT, the ωB97M-V functional and the def2-TZVPD basis

Summary:
* max |F|: 0.62 eV/Å
* LUMO level: 0.73 eV
* HOMO: -8.6039 eV
* energy relative to the best compared isomer or geometry (same formula, charge and spin): 70.9 kcal/mol
* 2S+1: 1
* DFT total energy: -29847.453 eV
* gap between HOMO and LUMO: 9.3 eV

```
52
Properties=species:S:1:pos:R:3:forces:R:3:mulliken_charge:R:1
O -1.049976 1.115181 1.076949 0.2 0.1 0.4 -0.47
C -0.934332 1.170498 -0.321492 0.1 0.3 -0.5 1.66
C 0.257991 2.040359 -0.761099 -0.5 -0.2 0.0 -1.01
O 1.478403 1.683081 -0.172097 0.4 -0.2 0.1 -0.25
C 2.140649 0.573104 -0.754628 0.1 -0.1 -0.1 -0.40
C 1.479246 -0.754340 -0.434526 -0.1 0.0 -0.1 0.05
C 1.182147 -1.073279 0.884611 0.0 0.0 -0.1 0.14
C 0.547944 -2.263598 1.186017 0.0 0.1 0.1 -0.82
C 0.223801 -3.154639 0.176160 -0.1 -0.1 -0.1 -0.41
C 0.539656 -2.852712 -1.137081 -0.1 -0.1 0.0 -0.79
C 1.163449 -1.654946 -1.442490 0.1 0.2 0.1 0.07
C 3.559954 0.518129 -0.234872 0.0 0.2 -0.1 -0.02
C 4.509617 -0.228516 -0.920635 -0.1 0.1 0.0 -0.22
C 5.801172 -0.328504 -0.437437 0.0 -0.1 -0.1 -0.76
C 6.155918 0.316457 0.735739 0.1 0.0 0.1 -0.38
C 5.212080 1.059797 1.422448 0.1 0.0 0.1 -0.71
C 3.917755 1.158015 0.942245 -0.1 0.0 -0.1 -0.24
C -2.243837 1.678243 -0.957042 0.3 -0.3 0.2 -1.61
N -3.349400 0.942023 -0.389986 -0.1 0.1 -0.3 0.70
C -4.612233 1.642469 -0.290589 -0.1 0.1 0.3 -0.94
C -5.481147 0.928436 0.743496 -0.1 0.0 -0.3 -0.66
C -5.673500 -0.535881 0.359572 0.3 0.0 0.2 -0.93
C -4.313380 -1.203542 0.096765 -0.4 -0.1 -0.5 -0.03
O -3.544846 -1.326589 1.265998 0.2 0.0 0.3 -0.64
C -3.547494 -0.381553 -0.944524 0.0 -0.3 0.2 -0.81
H -1.121054 2.014811 1.417506 0.0 0.0 0.0 0.37
H -0.758081 0.135651 -0.623090 -0.1 0.1 0.0 -0.70
H 0.332525 2.020118 -1.859392 0.0 0.1 0.1 0.34
H 0.083345 3.075108 -0.442220 -0.1 0.0 -0.1 0.39
H 2.161499 0.706068 -1.851274 0.0 0.0 0.2 0.70
H 1.425984 -0.367463 1.662733 0.0 0.1 0.1 0.41
H 0.299155 -2.495678 2.210126 0.0 0.0 0.1 0.40
H -0.277779 -4.081185 0.411965 0.0 -0.1 0.0 0.41
H 0.291912 -3.545336 -1.928654 0.0 -0.1 0.0 0.40
H 1.394410 -1.414106 -2.471817 0.0 0.0 -0.1 0.39
H 4.233870 -0.734515 -1.835062 0.0 -0.1 -0.1 0.39
H 6.533546 -0.909970 -0.978219 0.1 0.0 0.0 0.39
H 7.165403 0.238988 1.112111 0.1 0.0 0.0 0.39
H 5.483950 1.564872 2.338003 0.0 0.0 0.1 0.38
H 3.177825 1.740101 1.467614 -0.1 0.1 0.1 0.42
H -2.368988 2.736215 -0.705986 0.0 0.0 0.0 0.40
H -2.182420 1.593959 -2.055100 0.0 0.1 0.0 0.25
H -4.426506 2.670074 0.031975 0.0 0.0 -0.1 0.42
H -5.138491 1.677197 -1.262697 0.0 0.0 0.0 0.39
H -6.447839 1.428188 0.824601 0.0 0.0 0.1 0.41
H -4.984221 0.980329 1.713292 0.0 0.1 0.0 0.27
H -6.185844 -1.069380 1.160719 0.0 -0.1 0.0 0.37
H -6.278089 -0.609811 -0.546888 -0.1 0.0 -0.1 0.37
H -4.477846 -2.223521 -0.272818 0.0 0.2 0.0 0.45
H -3.037962 -0.505894 1.361775 0.0 0.0 0.0 0.41
H -2.579272 -0.851412 -1.123792 0.0 0.0 0.0 0.24
H -4.106246 -0.352111 -1.897268 0.0 0.0 0.0 0.45
```
Positions in Å, forces in eV/Å.

Molecular formula: CHNO3S
Method: DFT, the ωB97M-V functional and the def2-TZVPD basis

Summary:
* max |F|: 3.65 eV/Å
* LUMO level (alpha / beta): 0.55 / -3.40 eV
* HOMO (alpha / beta): -9.0011 / -9.8330 eV
* energy relative to the best compared isomer or geometry (same formula, charge and spin): 7.7 kcal/mol
* 2S+1: 3
* DFT total energy: -19514.400 eV
* gap between HOMO and LUMO (alpha / beta): 9.6 / 6.4 eV

```
7
Properties=species:S:1:pos:R:3:forces:R:3:mulliken_spin:R:1
C -1.410169 -0.671111 0.656199 -3.1 0.2 0.3 -0.03
N 0.540889 0.156751 -0.615596 0.1 0.8 0.1 1.05
O -1.926836 0.319020 0.961472 -0.9 0.0 0.4 0.03
O 0.270092 0.123004 0.588094 3.5 0.9 0.0 0.70
O 1.638947 0.739196 -1.116284 1.1 -0.8 -1.7 0.13
S -1.172809 -2.130441 0.171264 0.1 -1.5 -0.1 0.10
H 2.059886 1.463580 -0.645150 -0.7 0.4 1.1 0.03
```
Positions in Å, forces in eV/Å.

Molecular formula: C18H29ClNNdO2P2
Method: DFT, the ωB97M-V functional and the def2-TZVPD basis

Summary:
* max |F|: 4.47 eV/Å
* LUMO level (alpha / beta): -6.73 / -6.56 eV
* HOMO (alpha / beta): -14.0667 / -14.0690 eV
* energy relative to the best compared isomer or geometry (same formula, charge and spin): 30.9 kcal/mol
* charge: +2
* 2S+1: 4
* DFT total energy: -71082.391 eV
* gap between HOMO and LUMO (alpha / beta): 7.3 / 7.5 eV

```
54
Properties=species:S:1:pos:R:3:forces:R:3:mulliken_spin:R:1
Nd -0.475547 0.014774 1.438256 0.8 -1.2 -0.8 3.07
P -2.970296 0.601872 0.222752 -1.2 0.6 -1.3 -0.01
C -2.474375 0.944865 -1.532587 1.3 1.7 1.4 0.00
C -0.999064 0.956586 -1.857403 0.3 -0.3 0.0 -0.01
N -0.058465 0.581649 -0.950062 0.0 0.0 -0.8 0.01
C 1.248713 0.595671 -1.337579 -0.2 0.2 0.5 -0.01
C 1.633782 1.030211 -2.599429 0.2 0.0 0.2 0.00
C 0.671358 1.383420 -3.531951 -0.1 -0.1 0.0 0.00
C -0.659778 1.331812 -3.147615 -0.1 0.1 -0.2 0.00
C 2.311262 0.126303 -0.354154 -0.7 1.2 -0.1 0.00
P 2.910597 -1.591527 -0.693935 1.2 -4.0 1.4 0.00
H -1.464943 1.598627 -3.831847 0.3 0.0 0.1 0.00
H 2.698356 1.080865 -2.833508 -0.4 0.0 0.0 0.00
H 0.955572 1.680434 -4.539292 -0.1 0.0 0.2 0.00
H 3.177941 0.806721 -0.466402 -0.4 -0.4 0.1 0.00
H 1.997632 0.240053 0.722162 0.4 -0.2 -1.0 0.00
H -2.954653 0.225235 -2.098992 -0.9 -1.5 -1.4 0.00
H -2.883474 1.927743 -1.827384 0.1 -0.5 0.1 0.00
H -1.558869 -4.198089 -3.383869 0.5 -0.4 2.3 0.00
O -1.781654 -4.121832 -4.275672 -0.3 0.7 -2.2 0.00
H -1.163856 -3.463983 -4.627797 -0.2 -0.3 -0.1 0.00
H 3.097707 -2.960584 -0.411280 1.5 -1.2 -1.0 0.00
O 1.584384 -2.221088 0.228743 -3.4 2.5 1.0 0.00
H 1.349192 -3.140949 0.019373 0.6 0.4 0.0 0.00
C 2.824531 -1.887498 -2.480620 0.4 0.8 -0.5 0.00
H 3.323437 -1.077659 -3.036639 -0.3 -0.3 -0.1 0.00
H 3.356652 -2.832890 -2.677069 -0.2 0.5 0.2 0.00
H 1.777557 -1.990740 -2.810965 0.4 0.1 0.1 0.00
C 4.626925 -1.422961 -0.031372 -0.1 1.2 -0.8 0.00
H 4.633482 -1.696292 1.033272 -0.1 0.0 -0.3 0.00
H 5.254000 -2.126266 -0.597065 -0.2 0.1 0.3 0.00
H 5.003610 -0.398270 -0.170195 0.2 -0.3 0.3 0.00
C -3.978486 2.081722 0.539458 0.0 0.4 0.7 0.00
H -5.037707 1.815351 0.435657 0.3 0.3 0.0 0.00
H -3.765573 2.409735 1.563097 -0.5 0.1 -0.4 0.00
H -3.704165 2.882147 -0.158158 -0.1 -0.2 0.3 0.00
C -4.258952 -0.670578 -0.037794 0.1 -0.5 0.4 0.00
H -4.190613 -1.383560 0.795249 -0.3 0.0 -0.3 0.00
H -5.245424 -0.186330 -0.017678 0.3 -0.3 -0.1 0.00
H -4.101408 -1.201566 -0.987837 -0.1 0.1 0.4 0.00
Cl -2.133575 2.991549 3.226762 0.5 -0.1 0.4 0.00
C -0.989899 1.771050 3.721592 0.7 0.0 -0.5 -0.01
C -1.314877 0.909270 4.770162 0.3 0.1 -0.2 0.00
C -0.525851 -0.225937 4.994794 0.0 -0.3 -0.2 -0.01
C 0.636352 -0.443170 4.231006 0.6 0.8 0.5 0.00
C 1.119335 0.567325 3.369889 -0.9 0.2 1.0 -0.01
C 0.275135 1.698267 3.031538 0.3 0.2 0.1 0.01
C 0.490846 2.252292 1.713748 -0.3 -0.2 0.5 -0.05
H -2.169780 1.152325 5.404808 0.1 -0.3 -0.3 0.00
H -0.805156 -0.915546 5.797401 0.1 0.2 -0.4 0.00
H 1.243911 -1.337178 4.392196 -0.2 0.3 0.1 0.00
H 2.134445 0.530773 2.963446 -0.4 -0.2 -0.1 0.00
H -0.202041 2.995176 1.309850 0.4 0.1 0.3 0.00
H 1.531767 2.310689 1.380941 -0.4 0.1 0.0 0.00
```
Positions in Å, forces in eV/Å.

Molecular formula: CFN3O4
Method: DFT, the ωB97M-V functional and the def2-TZVPD basis

Summary:
* max |F|: 4.03 eV/Å
* LUMO level (alpha / beta): -2.66 / -2.91 eV
* HOMO (alpha / beta): -10.8877 / -10.1729 eV
* energy relative to the best compared isomer or geometry (same formula, charge and spin): 51.9 kcal/mol
* 2S+1: 1
* DFT total energy: -16403.731 eV
* gap between HOMO and LUMO (alpha / beta): 8.2 / 7.3 eV

```
9
Properties=species:S:1:pos:R:3:forces:R:3:mulliken_charge:R:1
C -0.614539 -0.995523 0.052737 3.3 -2.3 -0.4 0.56
N 2.246569 0.537232 -0.017822 0.9 1.0 -0.1 -0.48
N 1.008066 0.630470 0.063171 -0.3 -2.1 -0.3 0.83
N -1.557323 -0.026545 -0.153050 -1.6 2.5 1.8 0.75
O -0.377273 -2.123103 0.213451 -0.9 1.3 -0.2 -0.24
O 0.408980 1.663562 0.046790 -0.2 1.0 0.2 -0.43
O -1.884168 0.529841 -1.171446 0.3 -0.9 0.4 -0.44
O -1.703622 0.393582 1.038334 -0.3 -0.4 -1.6 -0.41
F 2.762557 -0.742140 -0.024420 -1.3 -0.1 0.1 -0.14
```
Positions in Å, forces in eV/Å.

Molecular formula: C4H9NS
Method: DFT, the ωB97M-V functional and the def2-TZVPD basis

Summary:
* max |F|: 7.10 eV/Å
* LUMO level: 0.70 eV
* HOMO: -8.5835 eV
* energy relative to the best compared isomer or geometry (same formula, charge and spin): 110.2 kcal/mol
* 2S+1: 1
* DFT total energy: -16614.677 eV
* gap between HOMO and LUMO: 9.3 eV

```
15
Properties=species:S:1:pos:R:3:forces:R:3:mulliken_charge:R:1
C -1.506424 -0.569265 0.973792 -1.8 1.9 1.3 -1.38
C -0.160120 0.219966 0.738055 1.1 -2.5 2.4 0.16
N 0.897070 -0.840525 0.444782 3.5 0.9 -0.2 -0.52
C 1.696421 0.350677 -0.437568 -5.6 -1.0 4.3 -0.65
C 0.101381 0.790675 -0.660212 3.2 0.9 0.0 -0.05
S -1.016238 -0.037531 -1.835262 0.5 0.3 -2.3 -0.26
H -1.509695 -1.198282 1.925622 -0.1 1.8 -0.5 0.32
H -1.696129 -1.393764 0.336263 0.7 -0.5 -1.5 0.48
H -2.503048 0.091613 0.748660 2.4 -1.3 1.3 0.29
H 0.353044 0.827938 1.695982 -2.2 -0.8 -2.6 0.20
H 1.516645 -1.421799 1.164240 -2.0 2.2 -1.3 0.21
H 2.028809 -0.141400 -1.263034 2.2 -0.6 -2.1 0.42
H 2.128281 1.220026 0.228705 -0.2 -2.1 -1.7 0.27
H 0.331434 1.834458 -0.798675 -1.7 0.8 -0.1 0.38
H -0.661431 0.267213 -3.261349 0.0 0.0 2.9 0.14
```
Positions in Å, forces in eV/Å.